# C28H78F3O14

13 unconnected molecules or ions with the total composition C28H78F3O14 (ωB97M-V with the def2-TZVPD basis set, the Open Molecules 2025 dataset).

XYZ file:
```
123
Properties=species:S:1:pos:R:3:forces:R:3:mulliken_charge:R:1
C 0.399119 -0.201141 0.005550 0.2 -0.4 3.9 0.1262
O -1.022721 -0.002911 0.194590 1.1 -1.9 -0.5 -0.3482
O 0.989949 -0.321001 1.308860 -0.3 -0.1 -3.1 0.3112
C 0.569909 -1.513961 -0.980040 -1.0 0.8 -0.5 0.2576
F 0.317959 -1.204941 -2.314540 0.3 1.1 0.0 -0.2529
F 1.735489 -2.113441 -1.004130 1.9 0.6 0.6 -0.2643
F -0.257271 -2.528901 -0.831980 -1.7 -0.5 1.5 -0.2787
C -1.545191 1.251629 0.192780 -2.7 2.1 -0.3 1.1048
C -3.053491 1.114659 0.549760 0.5 -0.9 -0.1 -1.3760
H -3.657741 2.014669 0.435870 0.3 0.2 -0.1 0.2351
H -3.435741 0.347279 -0.123380 -0.3 0.0 -0.1 0.2405
H -3.194041 0.717759 1.555150 0.2 0.2 0.1 0.2264
H -1.561821 1.745179 -0.778930 0.3 -0.3 -0.9 -0.0026
H -1.178681 2.085499 0.791480 1.1 -0.6 1.0 -0.3227
H 0.752819 0.712709 -0.471830 0.5 -0.2 -0.7 -0.1573
C -2.706091 1.276649 6.280010 0.5 0.0 -0.8 -1.3585
C -1.481411 0.960629 5.385440 -0.7 0.2 1.6 0.2751
O -1.814471 1.064349 4.028180 0.0 0.0 0.5 -0.3768
H -2.492791 1.161359 7.342700 0.1 0.0 0.0 0.3886
H -3.531361 0.618239 6.008850 0.0 0.0 0.0 0.2974
H -2.994781 2.308549 6.080150 -0.2 0.0 0.1 0.3098
H -1.082311 -0.004901 5.696180 0.0 -0.5 -0.4 0.1394
H -0.688541 1.664059 5.639700 0.1 0.2 0.0 0.0186
H -1.079571 1.602959 3.725810 0.2 0.0 -1.0 0.2676
C 2.171319 5.057099 -0.251650 -0.1 -1.3 0.9 -1.4396
C 1.574639 3.827549 0.511520 -1.7 2.4 0.8 0.8480
O 0.854409 4.343969 1.724640 1.5 -0.1 -1.8 -0.6297
H 2.751399 4.605749 -1.056560 0.3 0.4 -0.1 0.3518
H 2.792869 5.606979 0.455040 0.3 -0.1 -0.2 0.4409
H 1.460039 5.776849 -0.656810 -0.3 -0.4 0.1 0.2379
H 2.343769 3.099969 0.770640 0.0 0.1 0.0 0.0732
H 0.791069 3.381009 -0.100630 0.2 -0.4 -0.2 -0.1980
H 0.662499 3.564759 2.251520 -0.3 -0.5 0.4 0.3317
C -1.929981 5.384939 -1.291520 -0.1 0.5 0.3 -0.9077
C -2.792331 5.089069 -0.039520 0.2 -0.1 -1.4 0.9053
O -3.230701 6.327689 0.463030 0.0 1.0 0.4 -0.5948
H -1.151501 6.105419 -1.040560 0.3 -0.3 0.3 0.2697
H -2.472021 5.932609 -2.062460 -0.6 -0.2 0.1 0.4149
H -1.490591 4.517739 -1.784460 0.0 -0.2 0.3 0.0019
H -2.224461 4.547879 0.717270 0.1 0.0 0.0 0.0040
H -3.644611 4.486469 -0.353520 -0.1 -0.2 0.1 -0.4012
H -4.157081 6.353409 0.713530 0.1 -0.4 -0.1 0.3155
C -6.208731 3.207309 -1.779200 0.4 0.9 -0.6 -1.1498
C -5.528841 2.122189 -2.642390 -0.9 0.9 0.7 0.1531
O -6.118871 2.131959 -3.930940 -0.7 -0.6 -0.3 -0.5779
H -7.292971 3.175639 -1.671860 -0.1 -0.9 -0.2 0.3301
H -6.077901 4.142639 -2.323390 0.3 0.3 0.1 0.3078
H -5.804341 3.330099 -0.774470 0.3 -0.2 -0.1 0.2337
H -5.679091 1.187659 -2.101850 0.5 -0.3 -0.4 0.2779
H -4.493181 2.360779 -2.884460 0.2 -0.2 1.0 0.1019
H -6.579821 1.295729 -4.030110 -0.1 0.1 -0.2 0.3276
C 2.289339 2.802829 5.030840 0.1 0.9 -2.7 -1.4254
C 2.023869 2.040009 3.629520 -1.1 -1.8 2.9 0.3107
O 0.624839 1.977859 3.146690 1.6 2.0 0.6 -0.4650
H 2.707679 3.746619 4.681050 0.0 0.4 0.3 0.4019
H 3.117399 2.370909 5.592850 -0.4 -0.5 0.0 0.3466
H 1.434419 3.095429 5.640420 -0.1 -0.7 -0.1 0.3118
H 2.110329 0.981739 3.875870 1.0 -0.1 -0.1 -0.1938
H 2.785209 2.298529 2.893570 -0.5 0.3 -0.2 0.2795
H 0.721029 1.309359 2.464450 -0.4 -1.2 -1.0 0.2266
C 3.974439 -0.570271 -3.556420 -0.6 -0.8 -0.6 -0.8508
C 3.625279 -2.090271 -3.613260 1.1 0.7 -0.7 0.1509
O 3.858169 -2.469561 -5.021610 -0.4 -0.1 1.2 -0.5822
H 4.993439 -0.419351 -3.912750 0.1 -0.2 0.2 0.3955
H 3.839279 -0.005051 -2.634270 -0.2 -0.4 0.1 0.2349
H 3.351689 -0.171301 -4.357110 -0.2 0.6 0.2 0.1968
H 2.597429 -2.376361 -3.390110 0.0 0.5 0.4 -0.0518
H 4.292799 -2.675391 -2.980690 0.0 -0.1 -0.1 0.2077
H 2.970019 -2.366771 -5.371230 0.1 -0.1 -0.6 0.3327
C 0.238429 3.186009 -4.013690 0.7 -0.6 1.4 -1.2059
C 0.734979 1.860509 -3.391450 -0.2 1.1 -1.5 0.8493
O 0.401909 0.876689 -4.335470 -0.5 -1.1 0.2 -0.6472
H 0.613939 3.882839 -3.264340 -0.2 0.9 -0.5 0.2612
H -0.849271 3.224939 -4.072800 0.0 -0.1 0.2 0.2100
H 0.625809 3.347769 -5.019600 0.3 0.0 0.2 0.3916
H 0.303539 1.716359 -2.400900 -0.3 -0.2 -0.1 -0.3948
H 1.819529 1.831139 -3.286630 0.2 0.5 0.2 0.1684
H 0.208019 0.097339 -3.809520 0.0 -0.4 -0.3 0.3785
C 2.445109 -3.314411 4.930180 -0.1 0.8 -0.5 -1.3427
C 1.785579 -2.062561 4.234310 2.5 -0.7 1.2 0.3304
O 0.977519 -2.508971 3.219970 -0.7 -0.6 -0.1 -0.3562
H 3.286999 -3.153251 5.603480 -0.3 0.8 0.5 0.4003
H 2.979609 -3.867751 4.158020 -0.7 -0.4 -0.3 0.2805
H 1.679999 -3.897031 5.443270 0.1 -0.3 -0.2 0.2792
H 2.608269 -1.487801 3.808940 0.4 0.2 -0.2 -0.0271
H 1.344159 -1.355231 4.936400 -0.6 -0.2 0.3 0.0836
H 1.029669 -1.817951 2.555620 -0.6 0.6 -1.1 0.2437
C 1.071909 -5.861451 2.400310 1.0 0.7 0.1 -0.6971
C 0.328849 -5.427791 1.189330 -0.3 -0.3 -0.1 0.0801
O -0.590851 -6.468661 0.901390 -1.3 0.1 -0.6 -0.5663
H 1.509489 -6.831721 2.165380 0.4 0.0 0.3 0.4073
H 0.480079 -5.951501 3.311210 -0.2 0.1 -0.2 0.2379
H 1.809269 -5.070951 2.539960 0.5 -0.4 0.5 -0.0100
H 0.969949 -5.294501 0.317930 0.4 0.1 0.1 0.0821
H -0.151311 -4.461971 1.346630 -0.5 -0.3 0.0 0.1461
H -0.117131 -7.168661 0.446210 0.0 0.0 0.0 0.3195
C -0.217711 -5.358871 -2.881290 -0.4 1.0 -0.6 -0.7460
C -0.367721 -5.117181 -4.443550 1.8 1.2 3.6 -0.3116
O -1.086651 -6.152681 -4.919530 -1.2 -2.0 -1.8 -0.5068
H -1.111731 -5.017981 -2.359150 -0.2 -0.2 -0.1 0.2244
H 0.577839 -4.755841 -2.443610 0.2 0.0 -0.1 0.1653
H -0.067891 -6.411741 -2.642300 0.1 0.0 -0.3 0.3999
H 0.659539 -5.087661 -4.806810 0.0 0.1 -0.5 0.3342
H -0.857501 -4.155461 -4.596260 0.0 0.2 -0.2 0.1425
H -0.677831 -6.441341 -5.738760 -0.3 -0.2 -0.1 0.3243
C -3.539861 -0.999991 -3.300940 -0.5 -0.7 0.1 -0.7894
C -3.389301 -2.448631 -2.772770 1.0 1.6 0.3 0.3324
O -3.743101 -2.380961 -1.425820 -1.0 -0.1 1.4 -0.5415
H -3.214931 -0.910721 -4.337550 0.0 0.1 0.0 0.4413
H -3.013121 -0.301611 -2.650620 0.5 -0.3 -0.1 -0.0579
H -4.572651 -0.665611 -3.202870 -0.2 -0.2 -0.3 0.1899
H -2.319841 -2.650871 -2.713930 0.2 -0.5 -1.0 -0.1825
H -3.982491 -3.217861 -3.267230 0.2 0.1 -0.5 0.3155
H -3.329581 -3.120861 -0.975090 0.0 0.0 0.2 0.2993
C 6.400149 -1.078821 1.566210 0.1 0.8 0.7 -1.3708
C 4.968109 -1.370301 1.152200 0.9 -1.3 -0.1 0.3065
O 4.247079 -0.216091 0.845790 0.5 0.3 -0.3 -0.5697
H 6.856259 -0.298121 0.957460 -0.4 0.3 0.0 0.3231
H 7.111649 -1.893581 1.431940 -0.4 -0.5 0.2 0.3991
H 6.389759 -0.755401 2.607070 0.4 0.1 0.1 0.2848
H 4.427469 -1.975351 1.880010 0.1 0.1 0.5 0.0676
H 5.148859 -2.088311 0.352270 -0.9 0.2 -1.0 0.1368
H 3.332319 -0.346671 1.106080 -0.8 0.0 -0.1 0.1725
```
Positions in Å, forces in eV/Å.

## Properties
**M**: 695.91 g mol⁻¹
**Total energy**: -67114.5070 eV
**Total charge**: -1
**Kohn-Sham gap**: 8.385 eV

---

# C28H79N5O9

9 unconnected molecules or ions with the total composition C28H79N5O9 (ωB97M-V with the def2-TZVPD basis set, the Open Molecules 2025 dataset).

XYZ file:
```
121
Properties=species:S:1:pos:R:3:forces:R:3:mulliken_charge:R:1
C -0.358035 3.006605 -2.509913 0.0 0.3 -0.7 -1.0651
C 0.387463 4.190865 -1.937559 0.3 0.6 2.4 0.2313
C -0.009472 5.556239 -2.505240 0.0 -0.3 -1.0 -0.7090
O 0.551455 6.655557 -1.833381 0.1 -0.1 0.1 -0.3546
C 1.903380 6.867398 -2.140811 0.7 0.0 -0.4 -0.7234
N 0.115435 4.237584 -0.468432 -0.3 0.0 0.6 -0.2972
H 0.147674 2.547581 -3.361739 -0.1 0.2 -0.1 0.4027
H -1.340225 3.368279 -2.829968 -0.1 -0.4 0.0 0.3494
H -0.461550 2.236684 -1.751999 -0.1 0.1 0.1 -0.1259
H 1.470452 4.033692 -1.894791 0.0 0.0 -0.9 0.4079
H -1.093796 5.675986 -2.429848 0.0 -0.1 0.2 0.2968
H 0.212788 5.612308 -3.581699 0.1 0.0 0.0 0.4452
H 2.267841 7.696152 -1.539862 -0.1 0.0 0.0 0.2655
H 2.073917 7.101748 -3.199366 -0.3 0.2 -0.1 0.3250
H 2.559417 6.004696 -1.971382 -0.2 -0.1 0.4 0.2643
H 0.879927 4.662654 0.045140 0.2 -0.1 -0.3 0.2559
H -0.651981 4.858556 -0.220572 -0.2 -0.2 -0.4 0.1533
C -0.558442 -0.198165 3.927980 -1.3 0.1 0.8 -1.2500
C 0.503910 0.840862 4.210276 1.3 -1.0 -1.1 2.1455
C 0.299032 1.722532 5.433142 0.2 -0.4 -0.7 -0.8168
O -0.731297 2.667166 5.222998 0.5 -0.6 -0.4 -0.3515
C -0.425701 3.609195 4.187825 -1.3 0.3 1.2 -0.5237
N 1.837437 0.156514 4.181241 -0.4 0.3 0.2 -0.2358
H -0.317453 -0.901969 3.131630 0.2 0.3 -0.2 0.3058
H -1.489568 0.313675 3.657004 -0.1 -0.2 0.1 0.3172
H -0.743829 -0.827242 4.807423 -0.1 0.1 0.0 0.3277
H 0.577512 1.386760 3.260094 -0.2 0.6 0.5 -1.2221
H 1.251292 2.199170 5.691502 0.0 0.2 -0.1 0.3473
H 0.030694 1.062112 6.259687 -0.3 0.2 0.1 0.3978
H 0.123242 4.426452 4.661247 0.3 0.1 -0.4 0.3830
H -1.434740 3.946710 3.948739 0.3 0.5 -0.4 0.1065
H 0.043962 3.234636 3.280677 0.2 -0.2 0.2 0.2339
H 2.059143 -0.367152 5.027438 -0.3 0.2 0.2 0.2763
H 1.587170 -0.589989 3.548450 0.9 -0.3 -0.1 -0.2657
C 4.882242 -1.010767 2.820277 0.0 0.2 1.6 -1.5801
C 4.186069 -0.468389 1.599577 1.1 -0.8 -0.5 2.5512
C 4.280840 1.065438 1.600231 0.4 -1.3 -0.2 -1.0187
O 3.713601 1.590249 0.423249 -0.5 0.8 0.3 -0.4863
C 2.384541 2.034478 0.685738 0.1 -0.2 -0.5 0.4711
N 4.961556 -1.076715 0.460357 -0.4 1.0 0.2 -0.7582
H 5.902550 -0.633861 2.963143 0.0 0.1 -0.5 0.4428
H 4.975826 -2.095615 2.868764 -0.3 0.0 -0.3 0.3141
H 4.379230 -0.663174 3.728188 -0.2 -0.2 -0.1 0.2834
H 3.179672 -0.884558 1.513995 -0.2 0.5 0.2 -1.3601
H 5.361863 1.251132 1.571984 -0.1 0.3 0.0 0.4531
H 3.878507 1.448270 2.541002 -0.2 0.3 -0.2 0.3608
H 1.886074 2.293923 -0.245914 0.1 -0.2 -0.2 -0.4128
H 2.355811 2.948327 1.282396 0.2 -0.1 0.4 0.2814
H 1.840690 1.216018 1.158110 -0.3 0.2 0.2 -0.2378
H 5.858875 -0.603326 0.566308 0.2 -0.5 -0.4 0.3659
H 4.593001 -0.730227 -0.426313 0.0 0.1 0.1 0.2104
C -5.301307 3.874730 -2.500761 -0.6 -0.2 0.6 -1.3840
C -5.319678 3.618314 -0.989008 0.8 0.5 -0.9 0.4453
C -3.945315 3.696386 -0.331856 -0.6 -0.8 2.4 -0.1006
O -4.222339 3.206119 1.022912 0.3 -0.1 0.0 -0.4364
C -3.035779 3.202544 1.796156 0.5 0.5 -1.4 -0.6179
N -6.311961 4.479386 -0.337412 0.3 -0.4 1.2 -0.8518
H -4.994719 2.979234 -3.041184 0.2 0.1 -0.1 0.2386
H -4.709769 4.742134 -2.792396 0.1 0.0 0.0 0.2884
H -6.350119 4.070406 -2.728381 0.1 0.0 -0.4 0.4533
H -5.641815 2.589382 -0.817545 -0.2 0.1 0.0 0.2841
H -3.554822 4.705320 -0.160015 0.0 0.2 -0.7 0.4479
H -3.161783 3.017070 -0.677824 0.0 0.2 -0.8 -0.1407
H -2.243131 2.672793 1.249388 0.0 -0.4 0.2 0.0694
H -3.151503 2.765583 2.780827 -0.4 0.1 0.0 0.3426
H -2.646887 4.228708 1.806913 0.0 0.1 0.7 0.4168
H -5.982433 5.434325 -0.194490 0.2 0.0 -0.6 0.2763
H -6.278037 4.134406 0.627652 -0.5 0.1 -0.2 0.3254
C -2.596343 -5.235431 -2.740700 -0.6 0.0 -0.7 -1.4639
C -1.257662 -4.867798 -3.355483 0.8 0.6 1.0 0.8244
C -0.890465 -5.492057 -4.685577 -0.9 0.5 -0.4 -0.7230
O -0.886638 -6.885587 -4.589804 0.4 -0.2 0.3 -0.3039
C -0.709553 -7.550316 -5.824838 -0.3 -0.1 0.6 -0.7508
N -1.251518 -3.398767 -3.518699 0.0 0.3 -0.1 -0.5879
H -3.408088 -4.930733 -3.409776 0.1 0.1 0.0 0.3177
H -2.723372 -4.678184 -1.812008 0.0 -0.1 0.1 0.3827
H -2.762165 -6.296271 -2.558882 0.4 0.0 0.1 0.3452
H -0.502244 -5.101290 -2.593529 0.2 -0.5 -0.2 0.1120
H 0.038369 -5.066514 -5.085931 0.4 -0.2 0.3 0.3481
H -1.643513 -5.140452 -5.409572 -0.2 -0.2 0.0 0.3414
H 0.287179 -7.401377 -6.249722 -0.1 0.4 -0.2 0.2833
H -1.526908 -7.238315 -6.479862 0.3 -0.1 -0.4 0.3356
H -0.780835 -8.617203 -5.616820 -0.2 0.0 0.0 0.2358
H -1.363158 -2.973694 -2.603435 -0.2 -0.1 0.0 -0.0225
H -0.352442 -3.042568 -3.831624 0.0 -0.3 -0.2 0.2807
C 2.686769 -4.217734 4.896331 0.1 -0.3 -0.1 -1.3345
C 2.288237 -3.995734 3.462429 1.3 0.3 -1.0 0.1544
O 1.912924 -2.629686 3.288550 -0.7 -0.2 0.1 -0.3631
H 3.559223 -3.620152 5.161663 -0.3 0.4 0.1 0.2740
H 3.018409 -5.242571 5.078740 -0.3 -0.1 -0.2 0.4293
H 1.809846 -4.021535 5.513774 0.3 0.2 0.3 0.2916
H 1.560288 -4.741395 3.127197 -0.4 0.4 0.1 0.3335
H 3.136114 -4.079148 2.769691 0.2 -0.7 0.3 -0.0402
H 1.928084 -2.436141 2.340599 -0.2 -0.2 0.0 0.0461
C -0.901121 0.161770 0.324598 -0.2 -0.3 -1.6 0.1471
C -0.014656 -0.795781 -0.482840 0.0 0.2 1.3 0.3743
O 0.411482 -1.859037 0.379588 0.4 0.2 -0.4 -0.4674
H -1.689332 -0.437789 0.777280 0.0 0.3 0.3 0.6133
H -1.351375 0.789944 -0.453820 -0.3 0.1 0.3 -0.4579
H -0.413749 0.861687 0.998377 0.3 -0.4 0.3 -0.4761
H 0.848013 -0.246416 -0.877813 0.0 -0.2 -0.2 0.2948
H -0.610532 -1.231021 -1.290756 0.1 0.2 -0.2 -0.2280
H 1.074761 -2.362705 -0.119301 0.0 -0.1 0.4 0.2005
C -3.498571 -0.607150 -2.797469 0.5 -0.8 0.1 -0.7344
C -4.531944 -0.136008 -1.799412 -1.4 -1.6 0.1 0.3887
O -4.665216 -1.075745 -0.716380 1.3 0.3 0.9 -0.5534
H -3.632606 -0.217596 -3.806164 0.2 0.5 0.2 0.4457
H -3.492198 -1.692579 -2.938216 -0.6 0.0 0.1 0.1556
H -2.492578 -0.466960 -2.391916 0.0 0.6 -0.3 -0.0654
H -5.550926 -0.192548 -2.202877 0.3 1.0 -0.7 0.5446
H -4.297780 0.842986 -1.377437 -0.1 -0.1 -0.1 -0.5188
H -5.434067 -1.631453 -0.809650 -0.2 0.0 -0.3 0.2917
C 4.695504 -4.183748 -1.384530 0.2 -1.0 -0.1 -1.0389
C 3.832052 -4.431609 -0.153337 -0.1 0.8 -0.9 -0.3635
O 3.054086 -3.265183 0.151004 0.2 0.1 0.4 -0.1317
H 4.117906 -4.296798 -2.303221 -0.2 0.5 0.0 0.2590
H 5.422188 -5.004403 -1.453262 0.2 0.3 0.1 0.3782
H 5.218891 -3.234521 -1.339762 0.0 0.1 0.0 0.2452
H 4.469304 -4.695361 0.694979 -0.3 -0.2 0.1 0.2604
H 3.119847 -5.204564 -0.443704 0.1 -0.2 0.7 0.3786
H 3.705473 -2.578682 0.413281 -0.1 -0.3 -0.3 0.0773
```
Positions in Å, forces in eV/Å.

## Properties
**M**: 629.97 g mol⁻¹
**Total energy**: -56190.4257 eV
**Total charge**: 0
**Kohn-Sham gap**: 9.563 eV
**SMILES string**: COC[C@H](C)N.COC[C@H](C)N.COC[C@H](C)N.COC[C@H](C)N.COC[C@H](C)N.CCO.CCO.CCO.CCO

---

Number 1: LUMO level 2.3 eV, maximum force 4.23 eV/Å. Number 2: LUMO level 0.5 eV, maximum force 2.62 eV/Å.